{
  "formula": "C4H12O3",
  "method": "the ωB97M-V functional and the def2-TZVPD basis",
  "elements": ["C", "C", "O", "C", "C", "O", "H", "H", "H", "H", "H", "H", "H", "H", "H", "H", "O", "H", "H"],
  "positions_angstrom": [[1.272, 0.327, 0.226], [-0.046, 0.374, -0.436], [-0.416, -0.690, -1.254], [-1.239, 0.672, 0.476], [-0.937, 1.985, 1.135], [-1.616, 2.005, 2.356], [2.101, 0.759, -0.347], [1.134, 0.889, 1.190], [1.376, -0.807, 0.591], [-0.053, 1.218, -1.159], [0.534, -1.052, -1.514], [-1.179, -0.159, 1.202], [-2.173, 0.630, -0.106], [-0.996, 3.045, 0.554], [0.067, 2.133, 1.228], [-1.291, 1.162, 2.831], [1.340, -3.914, -2.181], [1.550, -4.278, -2.986], [0.573, -4.299, -1.805]],
  "total_energy_ev": -10482.76310,
  "spin_multiplicity": 1,
  "smiles": "C[C@@H](O)CCO.O",
  "de_lowest_kj_mol": 229.2,
  "e_homo_ha": -0.355,
  "charge": 0
}

{
  "formula": "C14H21N2OPtSTe",
  "method": "the ωB97M-V functional and the def2-TZVPD basis",
  "elements": ["Pt", "N", "C", "C", "N", "H", "H", "H", "H", "H", "H", "H", "H", "C", "Te", "C", "H", "H", "H", "H", "H", "H", "C", "C", "O", "S", "C", "C", "C", "C", "C", "C", "C", "C", "H", "H", "H", "H", "H", "H", "H"],
  "positions_angstrom": [[1.307, -2.402, 1.067], [2.433, -1.431, 2.900], [3.878, -1.587, 2.739], [4.141, -3.021, 2.232], [3.470, -3.149, 0.951], [2.146, -0.463, 3.022], [2.143, -1.941, 3.730], [4.447, -1.423, 3.666], [4.215, -0.845, 2.012], [3.712, -3.763, 2.912], [5.224, -3.206, 2.178], [3.567, -4.083, 0.561], [3.897, -2.498, 0.290], [-0.361, -4.814, -0.994], [-0.145, -4.415, 1.080], [-2.014, -3.441, 1.218], [-0.292, -3.869, -1.527], [-1.326, -5.284, -1.157], [0.425, -5.490, -1.305], [-2.807, -4.178, 1.237], [-2.102, -2.790, 0.358], [-2.017, -2.855, 2.126], [-2.554, 7.253, -2.983], [-2.084, 6.094, -2.147], [-1.121, 6.127, -1.435], [-3.126, 4.667, -2.397], [-2.301, 3.280, -1.631], [-2.372, 2.071, -2.303], [-1.747, 0.945, -1.790], [-1.050, 1.015, -0.596], [-1.020, 2.216, 0.093], [-1.641, 3.344, -0.410], [-0.356, -0.145, -0.083], [0.245, -1.041, 0.352], [-2.061, 8.157, -2.643], [-3.634, 7.362, -2.922], [-2.295, 7.062, -4.023], [-2.912, 2.010, -3.235], [-1.794, 0.008, -2.321], [-0.506, 2.264, 1.040], [-1.609, 4.261, 0.140]],
  "total_energy_ev": -41253.20039,
  "spin_multiplicity": 1,
  "de_lowest_kj_mol": 173.7,
  "e_homo_ha": -0.379,
  "charge": 1
}

{
  "formula": "C14H19FNSSi",
  "method": "the ωB97M-V functional and the def2-TZVPD basis",
  "elements": ["C", "C", "C", "N", "C", "Si", "C", "C", "C", "C", "S", "H", "H", "H", "H", "H", "H", "H", "H", "H", "H", "H", "H", "H", "H", "F", "C", "C", "C", "C", "C", "C", "H", "H", "H", "H", "H"],
  "positions_angstrom": [[-4.199, 3.282, -1.490], [-3.324, 2.905, -2.265], [-2.295, 1.944, -2.910], [-1.223, 1.662, -2.201], [-0.239, 0.698, -2.783], [-0.539, -0.886, -1.667], [1.049, -1.145, -0.636], [-1.966, -0.597, -0.386], [-1.065, -2.415, -2.690], [-0.626, 0.521, -4.327], [-2.386, 1.122, -4.525], [-5.128, 3.568, -0.918], [-1.050, 2.067, -1.271], [0.846, 0.991, -2.693], [1.296, -2.246, -0.626], [0.847, -0.742, 0.409], [1.860, -0.497, -1.083], [-1.545, -0.074, 0.538], [-2.804, 0.002, -0.852], [-2.350, -1.640, -0.139], [-1.884, -2.099, -3.419], [-0.223, -2.913, -3.255], [-1.471, -3.190, -1.965], [-0.611, -0.557, -4.678], [0.150, 0.988, -5.023], [1.294, -1.631, 2.345], [1.850, -0.848, 3.290], [3.136, -1.117, 3.723], [3.711, -0.305, 4.695], [2.988, 0.757, 5.228], [1.695, 1.014, 4.787], [1.123, 0.209, 3.808], [3.680, -1.954, 3.303], [4.720, -0.502, 5.036], [3.436, 1.387, 5.989], [1.131, 1.839, 5.206], [0.119, 0.399, 3.447]],
  "total_energy_ev": -37737.56646,
  "spin_multiplicity": 1,
  "e_homo_ha": -0.414,
  "charge": 1
}

{
  "formula": "C8H7N3OS",
  "method": "the ωB97M-V functional and the def2-TZVPD basis",
  "elements": ["O", "N", "C", "C", "C", "C", "C", "N", "C", "N", "C", "C", "S", "H", "H", "H", "H", "H", "H", "H"],
  "positions_angstrom": [[-2.912, 2.347, -0.692], [-1.500, 2.594, -0.856], [-0.828, 1.495, -0.517], [-1.260, 0.270, 0.153], [-2.411, -0.507, 0.242], [-1.991, -1.813, 0.563], [-0.669, -1.872, 0.753], [-0.073, -0.687, 0.356], [1.371, -0.484, 0.119], [1.808, 0.861, 0.063], [3.262, 0.592, 0.024], [3.639, -0.721, -0.188], [2.441, -1.800, 0.005], [-3.302, 3.083, -0.977], [0.196, 1.711, -0.566], [-3.436, 0.065, 0.136], [-2.784, -2.656, 0.467], [0.019, -2.805, 0.815], [3.828, 1.477, 0.032], [4.602, -1.149, 0.066]],
  "total_energy_ev": -25757.39106,
  "spin_multiplicity": 1,
  "smiles": "O/N=C\\c1cccn1-c1nccs1",
  "de_lowest_kj_mol": 313.8,
  "e_homo_ha": -0.302,
  "charge": 0
}